{
  "formula": "C3H6N2O2",
  "method": "ωB97M-V/def2-TZVPD",
  "elements": ["O", "C", "N", "C", "N", "O", "C", "H", "H", "H", "H", "H", "H"],
  "positions_angstrom": [[1.861271, -1.525972, 0.143078], [0.926975, -0.834516, 0.394633], [-0.063055, -0.543041, -0.548289], [-0.924769, 0.585552, -0.496748], [-1.238380, 1.247865, -1.740950], [-1.335434, 1.147644, 0.529123], [0.792912, -0.331390, 1.771942], [0.180552, -0.863569, -1.557200], [-0.749696, 1.088134, -2.649927], [-1.809597, 2.126660, -1.621439], [0.193690, -0.999702, 2.437995], [0.416252, 0.678722, 1.862770], [1.901443, -0.455265, 2.155901]],
  "atomic_forces_ev_per_a": [[1.017, -1.114, -1.515], [-1.104, 0.270, 0.775], [-0.387, 0.422, -3.148], [-0.413, 3.075, -0.012], [0.242, -0.621, 0.583], [0.727, -1.913, -1.643], [2.017, -0.300, 2.283], [-0.470, 0.629, 2.556], [-0.710, 0.161, 1.527], [1.155, -1.719, -0.171], [0.192, 0.462, -0.823], [0.015, 0.046, 0.058], [-2.281, 0.602, -0.471]],
  "lowdin_charge": [0.086, -0.555, 0.147, -0.502, 0.102, 0.021, -0.012, 0.189, 0.102, 0.123, 0.107, 0.061, 0.131],
  "lumo_energy_ev": 0.551,
  "charge": 0,
  "homo_lumo_gap_ev": 10.9,
  "mol_weight_g_mol": 102.1,
  "multiplicity": 1,
  "e_tot_ev": -10283.9233,
  "e_above_lowest_kj_mol": 84.35
}